12
Properties=species:S:1:pos:R:3:forces:R:3:mulliken_charge:R:1 method="wB97M-V/def2-TZVPD" lumo_energy_ev=0.54 homo_energy_ev=-9.14 gap_ev=9.68
O 0.2106 -0.9230 -0.0142 -0.9 -0.9 0.1 -0.121
N 1.5638 -0.9928 -0.0177 0.4 -0.1 0.1 -0.410
C -0.1975 0.3404 0.0198 0.9 0.4 -0.1 0.813
C 1.9690 0.2390 0.0116 1.3 0.2 -0.2 -0.274
C -2.5245 -0.3751 0.0107 -1.1 -0.2 0.1 -0.664
C -1.6129 0.5861 -0.0184 -0.5 0.3 0.1 -0.406
C 0.8994 1.1579 0.0222 -0.8 -0.7 0.0 -0.509
H -2.2387 -1.4153 0.1403 0.0 0.1 -0.2 0.275
H -3.6125 -0.1662 -0.0709 1.0 -0.1 0.2 0.249
H 3.0519 0.3810 -0.0212 -0.5 0.2 0.1 0.392
H 0.8576 2.2133 -0.0257 0.3 0.7 0.1 0.382
H -1.8914 1.6312 -0.0605 -0.1 0.0 -0.1 0.274

***

12
Properties=species:S:1:pos:R:3:forces:R:3:mulliken_charge:R:1 method="wB97M-V/def2-TZVPD" lumo_energy_ev=0.12 homo_energy_ev=-8.74 gap_ev=8.86
O 0.2539 -1.6890 1.9107 -0.3 0.5 -0.9 -0.507
N -1.1295 -0.6027 -0.7083 -0.2 0.3 0.2 -0.080
C -0.1740 -1.1179 0.9533 0.2 -0.6 0.7 0.562
C 0.2369 1.4615 0.3046 0.0 0.0 -0.1 -0.653
C -1.5013 -0.3703 0.5617 -0.7 -1.1 -0.3 -0.666
C 0.9553 0.5360 -0.3612 -0.4 0.2 0.3 -0.301
C 0.2997 -0.8272 -0.5192 0.1 0.0 0.0 -0.008
H -0.8913 1.2495 0.5735 2.1 0.9 -0.3 0.372
H -1.5242 -0.1007 -1.5034 0.0 -0.3 0.2 0.263
H 0.7831 -1.5640 -1.1662 0.1 0.2 0.2 0.392
H 1.9981 0.6261 -0.6920 -0.5 0.2 0.4 0.335
H 0.6934 2.3987 0.6464 -0.3 -0.4 -0.3 0.291

***

12
Properties=species:S:1:pos:R:3:forces:R:3:mulliken_charge:R:1 method="wB97M-V/def2-TZVPD" lumo_energy_ev=0.76 homo_energy_ev=-10.37 gap_ev=11.12
O -0.1898 0.6018 1.2813 -0.1 -0.3 -0.1 -0.440
N 0.6256 -2.6193 1.7336 -0.1 0.7 -0.8 -0.433
C 0.1302 -0.4951 0.3218 0.1 -0.3 0.4 0.552
C -1.0810 -0.0999 -0.5317 -0.1 0.1 -0.1 -0.402
C 1.0157 0.4877 -0.4578 0.2 0.0 -0.1 -0.382
C -0.3168 1.1655 -0.0526 -0.3 0.5 -0.4 -0.206
C 0.4275 -1.7223 1.0327 0.2 -0.9 0.6 -0.198
H 1.9194 0.7637 0.0867 -0.2 0.3 -0.1 0.277
H -2.0446 -0.3762 -0.0964 0.1 0.5 0.0 0.283
H -0.6121 2.2032 -0.1753 0.0 0.0 0.2 0.484
H 1.1736 0.3423 -1.5293 0.0 -0.3 0.2 0.236
H -1.0479 -0.2514 -1.6129 0.1 -0.3 0.2 0.229

***

12
Properties=species:S:1:pos:R:3:forces:R:3:mulliken_charge:R:1 method="wB97M-V/def2-TZVPD" lumo_energy_ev="-0.87 / -0.42" homo_energy_ev="-7.82 / -8.34" gap_ev="6.95 / 7.92"
O -1.4115 0.7203 -0.0030 0.0 0.4 0.1 -0.417
N 2.4483 -1.2152 1.0497 -0.9 0.2 -0.6 -0.398
C -0.0192 0.9682 -0.2901 -0.1 0.0 0.1 -0.026
C 0.3353 -0.6941 -0.3923 0.1 0.1 -0.1 0.352
C 0.5442 2.0904 -0.2939 0.1 -0.3 -0.1 -0.530
C -0.9298 -1.1220 0.1454 0.0 -0.4 0.0 -0.514
C 1.5105 -0.9850 0.4121 0.8 -0.2 0.6 0.084
H -1.0257 -1.3365 1.2050 0.0 0.1 -0.2 0.301
H -1.7123 -1.4989 -0.5016 0.1 0.1 0.1 0.245
H 1.5013 2.5538 -0.4520 -0.1 0.0 0.0 0.272
H 0.4966 -0.9340 -1.4441 0.0 0.0 0.2 0.301
H -1.7375 1.4531 0.5648 0.0 -0.1 -0.1 0.331

***

Result set for max |F|: 1.292; 2.285; 1.082; 1.140 eV/Å, one per record in the order listed.